# 1
Entry from the OMol25 dataset: a cluster of 13 separate species, C43H95N9O13 in total (wB97M-V/def2-TZVPD).

The geometry in ORCA input format:
```
! RIJCOSX wB97M-V def2-TZVPD def2/J DEFGRID3
* xyz -1 2
C -2.986 4.815 1.884
C -2.340 6.167 1.449
O -2.276 6.441 0.253
N -1.891 7.006 2.380
C -1.201 8.293 2.104
H -4.023 5.089 2.078
H -2.627 4.585 2.888
H -2.762 4.077 1.113
H -1.915 6.782 3.364
H -0.115 8.215 2.078
H -1.534 9.032 2.833
H -1.420 8.672 1.105
C 0.414 0.116 -4.145
C -0.700 1.129 -4.504
O -0.617 1.681 -5.626
N -1.809 1.301 -3.736
C -2.860 2.250 -3.921
H 1.162 0.202 -4.933
H -0.056 -0.856 -3.996
H 0.736 0.446 -3.157
H -1.906 0.848 -2.838
H -2.479 3.268 -3.836
H -3.532 2.117 -3.072
H -3.295 2.048 -4.900
C -3.143 0.760 6.517
C -2.239 0.152 5.546
O -1.237 0.795 5.227
N -2.512 -1.086 5.094
C -1.775 -1.750 4.026
H -3.204 1.821 6.276
H -2.762 0.703 7.536
H -4.147 0.344 6.439
H -3.341 -1.511 5.484
H -1.680 -2.814 4.240
H -0.835 -1.233 3.833
H -2.374 -1.602 3.127
C 6.772 0.766 -2.883
C 5.382 1.316 -2.586
O 4.944 2.170 -3.387
N 4.774 0.763 -1.561
C 3.424 1.139 -1.044
H 6.972 0.284 -3.840
H 7.013 0.008 -2.139
H 7.427 1.637 -2.856
H 5.331 0.244 -0.898
H 3.373 1.591 -0.053
H 2.805 0.246 -1.128
H 3.008 1.941 -1.654
C -0.036 3.956 -1.538
C 1.205 4.743 -1.001
O 2.375 4.364 -1.169
N 0.856 5.891 -0.387
C 1.755 6.823 0.271
H -0.582 3.841 -0.602
H 0.417 3.055 -1.951
H -0.576 4.485 -2.324
H -0.094 6.200 -0.235
H 1.808 6.740 1.357
H 1.698 7.879 0.007
H 2.790 6.562 0.048
C -2.233 -3.893 1.449
C -1.706 -4.706 0.286
O -0.513 -4.528 -0.042
N -2.584 -5.575 -0.324
C -2.221 -6.466 -1.341
H -3.062 -3.376 0.966
H -1.444 -3.262 1.858
H -2.612 -4.595 2.192
H -3.548 -5.579 -0.022
H -1.632 -6.122 -2.191
H -3.092 -6.891 -1.839
H -1.677 -7.306 -0.908
C 3.520 -3.652 -0.896
C 4.875 -3.897 -1.418
O 5.037 -4.861 -2.151
N 5.895 -3.107 -0.992
C 7.162 -3.158 -1.664
H 3.114 -4.341 -0.155
H 2.782 -3.737 -1.694
H 3.378 -2.708 -0.370
H 5.751 -2.418 -0.268
H 7.631 -4.118 -1.451
H 7.768 -2.404 -1.160
H 7.002 -2.928 -2.717
C -0.411 1.147 1.805
C -0.488 0.361 0.511
O -1.192 0.794 -0.438
N 0.127 -0.804 0.496
C 0.121 -1.683 -0.720
H -0.785 2.157 1.636
H 0.641 1.153 2.090
H -0.999 0.538 2.491
H 0.640 -1.150 1.294
H 0.871 -2.474 -0.690
H 0.389 -1.088 -1.593
H -0.846 -2.179 -0.810
C 0.731 -4.983 -3.525
C 0.030 -4.485 -4.765
O 0.346 -3.363 -5.205
N -0.932 -5.250 -5.308
C -1.564 -5.049 -6.605
H 0.266 -4.613 -2.610
H 1.744 -4.600 -3.649
H 0.907 -6.057 -3.488
H -1.076 -6.197 -4.985
H -2.653 -5.102 -6.612
H -1.338 -5.885 -7.267
H -1.132 -4.160 -7.065
C 3.786 4.369 2.542
C 3.184 3.033 2.775
C 1.841 3.375 3.396
O 2.043 4.645 4.070
C 3.343 5.172 3.809
H 3.402 4.847 1.641
H 4.862 4.359 2.369
H 3.758 2.389 3.441
H 3.074 2.413 1.885
H 1.619 2.487 3.988
H 1.160 3.507 2.555
H 4.088 4.925 4.564
H 3.344 6.245 3.617
C 3.097 -3.092 3.175
C 3.918 -1.842 3.544
C 2.977 -0.809 2.865
O 1.716 -1.385 2.744
C 1.680 -2.717 3.208
H 3.104 -3.947 3.851
H 3.417 -3.430 2.189
H 4.939 -1.784 3.168
H 3.815 -1.814 4.629
H 3.365 -0.645 1.859
H 2.998 0.120 3.435
H 1.096 -3.355 2.544
H 1.349 -2.799 4.243
C -3.283 -1.879 -3.870
C -3.774 -1.524 -2.477
C -4.801 -2.602 -2.055
O -4.875 -3.430 -3.261
C -3.664 -3.370 -3.953
H -2.217 -1.682 -3.987
H -3.919 -1.362 -4.590
H -4.146 -0.500 -2.482
H -3.022 -1.696 -1.706
H -5.814 -2.287 -1.807
H -4.453 -3.201 -1.213
H -3.813 -3.712 -4.977
H -2.927 -4.025 -3.489
C -4.920 0.063 2.512
C -5.060 1.544 2.095
C -4.665 1.622 0.630
O -4.554 0.232 0.245
C -4.158 -0.525 1.391
H -5.932 -0.342 2.512
H -4.433 -0.031 3.483
H -4.450 2.133 2.780
H -6.103 1.780 2.304
H -3.660 2.001 0.442
H -5.323 2.210 -0.008
H -3.069 -0.498 1.425
H -4.488 -1.537 1.157
*
```

Values from the calculation:
Orbital gap (spin up / spin down) (eV): 1.59 / 8.63



# 2
Entry from the OMol25 dataset: a structure of composition C8H48B8Ca2O2 (wB97M-V/def2-TZVPD).

The geometry in ORCA input format:
```
! RIJCOSX wB97M-V def2-TZVPD def2/J DEFGRID3
* xyz -4 1
Ca -0.169 1.546 -0.558
Ca -2.911 -1.130 1.810
B 1.248 2.597 1.189
H 1.312 3.181 0.233
H 1.775 1.613 1.034
H 1.732 3.221 2.039
H 0.158 2.470 1.400
B -1.777 3.361 -0.342
H -2.591 4.177 -0.467
H -1.240 3.327 -1.321
H -0.997 3.720 0.376
H -2.153 2.350 -0.051
B -2.621 -3.805 1.624
H -2.776 -3.155 2.532
H -1.615 -4.353 1.826
H -3.435 -4.626 1.528
H -2.539 -3.098 0.755
B -3.837 1.123 1.544
H -4.404 0.405 2.192
H -2.744 0.981 1.763
H -4.013 1.008 0.413
H -4.118 2.189 1.900
B -1.183 0.764 -2.589
H -0.483 1.626 -2.696
H -1.629 0.477 -3.621
H -0.642 -0.156 -2.235
H -2.022 1.004 -1.890
B -4.083 -1.470 -1.012
H -3.774 -2.453 -1.553
H -5.062 -1.118 -1.534
H -4.170 -1.627 0.116
H -3.241 -0.700 -1.147
B -2.528 -0.252 4.258
H -1.850 -0.819 3.561
H -2.420 -0.610 5.360
H -2.200 0.845 4.107
H -3.615 -0.309 3.968
B -0.788 -0.415 0.678
H -0.629 0.309 1.517
H -1.751 -0.183 0.206
H 0.052 -0.328 -0.047
H -0.843 -1.507 0.940
C 2.743 0.576 -3.571
C 2.723 1.991 -4.136
C 2.196 2.813 -2.933
O 1.722 1.912 -1.941
C 2.555 0.771 -2.070
H 3.728 0.114 -3.674
H 1.877 0.046 -3.966
H 2.034 2.145 -4.964
H 3.750 2.279 -4.368
H 1.399 3.521 -3.163
H 2.988 3.498 -2.602
H 2.142 -0.124 -1.603
H 3.514 0.943 -1.563
C 2.607 -2.346 0.607
C 3.988 -2.053 0.066
C 4.967 -2.656 1.081
O 4.214 -2.797 2.276
C 2.833 -2.355 2.106
H 2.216 -3.345 0.381
H 1.848 -1.722 0.143
H 4.186 -0.979 0.013
H 4.172 -2.401 -0.955
H 5.785 -1.930 1.170
H 5.431 -3.593 0.756
H 2.729 -1.359 2.537
H 2.226 -3.128 2.567
*
```

Values from the calculation:
Orbital gap (eV): 4.43



Computed values of E (unit: hartree) for the preceding records, in sequence: -3166.2976 -2037.4064.